[1]
98
Properties=species:S:1:pos:R:3 method="wB97M-V/def2-TZVPD" e_above_lowest_kj_mol=424.5 total_energy_ha=-4392.2554 e_lumo_ev="-2.13 / -2.33" charge=+1 homo_lumo_gap_ev="4.77 / 4.05"
C -1.66 -1.69 -2.05
C 0.62 -2.06 -1.82
C -1.73 -2.58 -3.12
C 0.57 -3.13 -2.71
C -0.61 -3.37 -3.40
H -2.65 -2.63 -3.68
H 1.49 -3.67 -2.91
H -0.67 -4.14 -4.17
N -0.53 -1.52 -1.34
P -2.90 -0.40 0.07
P 3.00 -0.62 -0.39
C -2.84 -0.78 -1.73
H -2.75 0.17 -2.28
H -3.77 -1.25 -2.07
C 1.86 -1.22 -1.81
H 2.49 -1.48 -2.67
C 4.41 0.25 -1.24
C 3.33 -1.39 1.26
C -3.61 1.33 0.14
C -4.01 -1.79 0.66
C 4.41 1.73 -0.80
H 4.46 1.84 0.29
H 5.29 2.22 -1.24
H 3.52 2.26 -1.16
C 5.75 -0.42 -0.88
H 5.99 -0.37 0.18
H 5.77 -1.46 -1.23
H 6.55 0.11 -1.42
C 4.33 0.23 -2.79
H 5.23 0.74 -3.17
H 4.35 -0.79 -3.19
H 3.46 0.78 -3.18
C 4.04 -0.34 2.12
H 3.44 0.57 2.24
H 4.21 -0.77 3.13
H 5.02 -0.07 1.73
C 2.02 -1.82 1.95
H 1.37 -0.97 2.18
H 1.46 -2.54 1.35
H 2.26 -2.31 2.91
C 4.20 -2.64 1.03
H 5.18 -2.39 0.62
H 4.36 -3.15 1.99
H 3.70 -3.34 0.34
C -4.38 -1.54 2.14
H -4.89 -2.44 2.51
H -3.49 -1.38 2.76
H -5.07 -0.70 2.24
C -3.21 -3.10 0.55
H -2.96 -3.35 -0.49
H -2.28 -3.06 1.14
H -3.83 -3.91 0.95
C -5.30 -1.95 -0.16
H -5.90 -2.74 0.32
H -5.91 -1.03 -0.17
H -5.11 -2.27 -1.19
C -2.63 2.28 -0.58
H -2.56 2.07 -1.66
H -3.00 3.31 -0.46
H -1.62 2.24 -0.15
C -3.74 1.75 1.61
H -2.80 1.58 2.16
H -3.98 2.82 1.66
H -4.54 1.21 2.13
C -4.98 1.37 -0.55
H -4.96 0.93 -1.55
H -5.76 0.88 0.05
H -5.28 2.43 -0.66
Zn -0.59 -0.32 0.44
C -0.99 -1.30 2.25
O -1.11 -1.70 3.33
N 1.68 0.48 -0.25
C 1.49 0.13 -1.57
C 1.00 1.05 -2.57
C 0.88 2.41 -2.24
C 0.82 0.62 -3.90
C 0.68 3.35 -3.26
H 1.00 2.69 -1.19
C 0.61 1.56 -4.91
H 0.87 -0.45 -4.13
C 0.54 2.92 -4.58
H 0.64 4.40 -3.00
H 0.52 1.23 -5.94
H 0.39 3.65 -5.38
C -0.49 3.44 3.17
P -0.15 1.75 3.65
C 1.57 1.59 4.13
C -1.15 1.34 5.09
O -0.49 0.80 2.49
H -1.48 3.51 2.70
H 0.27 3.77 2.46
H -0.47 4.09 4.05
H 1.72 2.03 5.13
H 1.86 0.53 4.16
H 2.20 2.13 3.41
H -2.21 1.32 4.82
H -0.85 0.36 5.48
H -0.99 2.10 5.87

[2]
103
Properties=species:S:1:pos:R:3 method="wB97M-V/def2-TZVPD" total_energy_ha=-2274.8312 e_lumo_ev="-3.88 / -3.88" charge=+1 spin_multiplicity=3 homo_lumo_gap_ev="5.49 / 6.46"
C 4.59 2.17 0.03
O 4.23 2.22 -1.33
C 3.07 2.98 -1.68
C 2.48 3.88 -0.63
C 1.29 4.66 -1.20
C 0.54 5.36 -0.07
C -0.36 4.40 0.72
C -1.52 5.10 1.46
C -1.54 4.87 2.97
C -0.87 5.98 3.78
C 0.67 5.81 3.89
C 1.45 6.88 3.08
P 2.30 8.10 4.15
P 4.45 8.41 3.72
C 4.27 8.94 1.98
O 5.04 6.87 3.70
H 4.95 3.12 0.41
H 3.80 1.76 0.67
H 5.42 1.48 0.09
H 2.28 2.31 -2.02
H 3.35 3.59 -2.53
H 2.09 3.31 0.21
H 3.20 4.62 -0.29
H 1.65 5.40 -1.91
H 0.62 4.00 -1.74
H 1.30 5.74 0.60
H -0.05 6.19 -0.46
H 0.25 3.85 1.43
H -0.75 3.66 0.04
H -1.53 6.15 1.21
H -2.44 4.68 1.07
H -2.57 4.83 3.29
H -1.07 3.93 3.23
H -1.27 5.94 4.79
H -1.10 6.96 3.38
H 0.95 5.84 4.93
H 0.93 4.83 3.52
H 2.23 6.39 2.51
H 0.81 7.43 2.41
H 1.70 9.34 3.92
H 2.11 7.78 5.50
H 3.65 9.83 2.00
H 5.24 9.21 1.58
H 3.79 8.19 1.36
H 4.36 6.19 3.87
C 2.02 -0.46 -1.21
C 1.92 -1.63 -0.21
C 1.12 -2.78 -0.81
C -0.39 -2.53 -0.85
C -0.91 -2.10 0.52
C -0.16 -0.90 1.08
N 1.31 -1.15 1.07
O 1.64 -1.92 2.06
C -0.51 0.36 0.27
C -0.62 -0.61 2.51
C 3.35 -2.11 0.05
H 2.06 0.50 -0.69
H 2.94 -0.52 -1.80
H 1.20 -0.43 -1.92
H 1.30 -3.69 -0.23
H 1.49 -2.98 -1.82
H -0.64 -1.79 -1.61
H -0.90 -3.45 -1.16
H -1.98 -1.86 0.46
H -0.82 -2.94 1.22
H 0.08 1.22 0.61
H -1.56 0.61 0.42
H -0.37 0.26 -0.80
H -0.51 -1.48 3.16
H -1.68 -0.35 2.50
H -0.07 0.22 2.94
H 3.95 -1.33 0.52
H 3.81 -2.36 -0.91
H 3.38 -2.99 0.67
C -1.43 -5.95 -2.82
C -2.96 -5.77 -2.74
C -3.42 -5.76 -1.28
C -3.44 -7.15 -0.63
C -4.22 -8.14 -1.48
C -3.71 -8.20 -2.92
N -3.66 -6.84 -3.52
O -4.85 -6.44 -3.86
C -2.33 -8.88 -2.96
C -4.63 -9.09 -3.76
C -3.27 -4.40 -3.35
H -1.14 -6.50 -3.72
H -0.92 -4.99 -2.87
H -1.02 -6.48 -1.96
H -4.42 -5.34 -1.22
H -2.77 -5.10 -0.71
H -2.42 -7.51 -0.45
H -3.90 -7.07 0.36
H -4.17 -9.14 -1.04
H -5.28 -7.85 -1.48
H -1.92 -8.86 -3.97
H -2.43 -9.92 -2.67
H -1.60 -8.44 -2.29
H -5.66 -8.76 -3.73
H -4.59 -10.11 -3.37
H -4.31 -9.12 -4.80
H -3.00 -4.38 -4.41
H -2.68 -3.64 -2.83
H -4.32 -4.13 -3.25

[3]
24
Properties=species:S:1:pos:R:3 method="wB97M-V/def2-TZVPD" e_above_lowest_kj_mol=37.7 total_energy_ha=-539.3996 e_lumo_ev=0.28 smiles=c1ccc2c(c1)ccc1ccccc12 homo_lumo_gap_ev=8.32
C -2.84 -2.12 0.97
C -2.99 -0.78 1.21
C -1.91 0.17 1.10
C -0.69 -0.22 0.41
C -0.50 -1.65 0.22
C -1.53 -2.48 0.50
C 0.90 -2.05 -0.11
C 1.65 -1.13 -0.72
C 1.52 0.27 -0.65
C 2.63 1.11 -1.12
C 2.31 2.48 -1.09
C 1.15 2.91 -0.57
C 0.21 2.16 0.09
C 0.25 0.80 -0.11
H -3.79 -2.88 0.92
H -3.89 -0.35 1.69
H -1.99 1.39 1.31
H -1.37 -3.58 0.08
H 1.22 -3.18 0.06
H 2.65 -1.44 -1.08
H 3.64 0.65 -1.63
H 2.96 3.25 -1.54
H 1.03 4.04 -0.51
H -0.60 2.64 0.56

[4]
18
Properties=species:S:1:pos:R:3 method="wB97M-V/def2-TZVPD" e_above_lowest_kj_mol=0.0 total_energy_ha=-1192.6642 e_lumo_ev=-0.27 homo_lumo_gap_ev=8.59
C -0.07 -1.44 -1.52
C 1.97 -1.10 0.77
C 0.87 0.01 0.93
C -2.29 0.78 -0.21
C 1.18 1.32 0.17
N -1.04 -1.03 -0.98
N -0.23 -0.09 1.48
N -1.63 -0.51 -0.05
O 1.93 -2.10 1.40
F 0.48 2.42 0.51
F 2.44 1.57 0.07
F 0.73 1.15 -1.10
Cl 3.21 -1.04 -0.46
H 0.18 -2.16 -2.27
H -2.63 0.95 0.71
H -1.61 1.51 -0.47
H -3.12 0.71 -0.89
H -0.35 -0.98 1.92